Record 1
The following is a quantum chemistry calculation of H3PS2 as an isolated structure, from the OMol25 dataset.

Values from the calculation:
* LUMO level: -0.2 eV
* HOMO energy: -0.3378 Eh

Geometry as ORCA input:
```
! RIJCOSX wB97M-V def2-TZVPD def2/J DEFGRID3
* xyz 0 1
P 0.043 -1.108 0.284
S 1.787 0.097 0.483
S -1.624 0.229 0.207
H 0.087 -0.788 -1.455
H 1.212 0.870 1.485
H -1.504 0.699 -1.005
*
```

Record 2
The following is a quantum chemistry calculation of one molecule with the formula H3PS2, from the OMol25 dataset.

Values from the calculation:
* LUMO level: 0.3 eV
* HOMO energy: -0.3375 Eh
* SMILES: S=[PH2]S

Geometry as ORCA input:
```
! RIJCOSX wB97M-V def2-TZVPD def2/J DEFGRID3
* xyz 0 1
S -1.998 0.439 0.205
P -0.292 -0.406 0.150
S 1.373 0.880 0.223
H 0.117 -1.121 1.325
H -0.118 -1.427 -1.001
H 0.917 1.635 -0.902
*
```

Total energy values, unit Ha, following the record order: -1139.48503; -1139.51398.
Energy relative to the best compared isomer or geometry (same formula, charge and spin) values, unit kcal/mol, following the record order: 25.58; 7.41.